{"formula": "C22H43B2F9O24S4Zr", "method": "wB97M-V/def2-TZVPD", "homo_lumo_gap_ev": 8.756, "total_charge": 0, "elements": ["Zr", "B", "H", "H", "H", "H", "B", "H", "H", "H", "H", "O", "C", "C", "O", "H", "H", "H", "H", "C", "C", "O", "C", "O", "C", "F", "F", "F", "H", "H", "H", "H", "H", "C", "C", "O", "C", "O", "C", "F", "F", "F", "H", "H", "H", "H", "H", "C", "C", "O", "C", "O", "C", "F", "F", "F", "H", "H", "H", "H", "H", "C", "C", "O", "S", "O", "O", "O", "H", "H", "H", "H", "C", "C", "O", "S", "O", "O", "O", "H", "H", "H", "H", "C", "C", "O", "S", "O", "O", "O", "H", "H", "H", "H", "C", "C", "O", "S", "O", "O", "O", "H", "H", "H", "H"], "coordinates": [[12.621, 11.625, -14.273], [10.927, 12.245, -13.005], [10.877, 12.603, -14.060], [11.891, 12.612, -12.574], [10.039, 12.582, -12.367], [11.070, 11.138, -13.067], [13.462, 9.687, -14.864], [14.262, 10.227, -14.303], [13.806, 8.625, -15.121], [12.558, 9.627, -14.213], [13.150, 10.243, -15.779], [12.657, 12.928, -15.993], [13.782, 13.810, -16.079], [14.795, 13.627, -14.854], [14.220, 12.970, -13.751], [13.516, 14.869, -16.074], [14.368, 13.666, -16.989], [15.255, 14.564, -14.501], [15.740, 13.171, -15.183], [10.900, 10.868, -9.717], [12.282, 11.512, -9.839], [13.280, 10.496, -10.002], [13.708, 10.207, -11.193], [13.276, 10.630, -12.230], [14.911, 9.227, -11.233], [15.092, 8.597, -10.077], [14.689, 8.311, -12.184], [15.990, 9.929, -11.578], [10.521, 10.485, -10.665], [10.164, 11.603, -9.391], [10.912, 10.060, -8.985], [12.492, 12.124, -8.968], [12.325, 12.222, -10.664], [21.100, 17.237, -17.081], [20.006, 16.489, -16.356], [19.054, 16.101, -17.378], [18.029, 15.375, -17.002], [17.851, 14.829, -15.954], [16.899, 15.338, -18.071], [17.214, 16.049, -19.167], [16.591, 14.094, -18.421], [15.844, 15.949, -17.503], [21.888, 17.436, -16.352], [20.804, 18.212, -17.470], [21.455, 16.689, -17.953], [19.447, 17.123, -15.667], [20.383, 15.615, -15.824], [21.671, 16.122, -10.633], [21.938, 14.803, -11.327], [20.682, 14.083, -11.468], [19.888, 14.396, -12.474], [20.151, 15.215, -13.314], [18.526, 13.691, -12.444], [18.359, 13.027, -11.296], [17.542, 14.570, -12.576], [18.436, 12.774, -13.410], [21.220, 15.970, -9.650], [20.924, 16.726, -11.146], [22.636, 16.608, -10.496], [22.591, 14.121, -10.791], [22.306, 14.928, -12.345], [13.747, 17.827, -15.319], [12.641, 17.756, -16.404], [11.847, 16.656, -15.944], [11.779, 16.635, -14.297], [11.708, 15.298, -13.809], [10.814, 17.590, -13.834], [13.300, 17.163, -14.149], [14.020, 18.848, -15.044], [14.677, 17.430, -15.725], [13.128, 17.442, -17.322], [11.972, 18.610, -16.490], [15.009, 15.629, -10.748], [14.834, 14.131, -10.446], [13.992, 14.209, -9.306], [12.819, 15.321, -9.549], [12.492, 15.974, -8.322], [11.773, 14.785, -10.362], [13.756, 16.245, -10.485], [15.285, 15.736, -11.796], [15.776, 16.057, -10.103], [15.807, 13.687, -10.238], [14.367, 13.514, -11.218], [12.472, 14.034, -19.613], [11.444, 14.896, -18.881], [11.631, 16.270, -19.204], [12.850, 16.456, -20.262], [14.091, 16.717, -19.568], [12.499, 17.213, -21.425], [12.891, 14.903, -20.683], [12.025, 13.109, -19.958], [13.434, 13.954, -19.105], [11.587, 14.859, -17.800], [10.439, 14.585, -19.161], [16.946, 17.420, -13.852], [17.732, 18.080, -12.663], [17.759, 19.465, -12.914], [17.787, 19.760, -14.512], [19.068, 19.407, -15.074], [17.219, 21.051, -14.729], [16.784, 18.503, -14.775], [16.015, 17.001, -13.476], [17.542, 16.680, -14.382], [18.723, 17.627, -12.654], [17.135, 17.964, -11.763]]}


{"formula": "C22H43BMnN6O3PS2", "method": "wB97M-V/def2-TZVPD", "homo_lumo_gap_ev": [7.385, 7.222], "spin_multiplicity": 4, "total_charge": 3, "s_squared": 3.771, "elements": ["Mn", "C", "O", "C", "C", "O", "C", "H", "H", "H", "H", "H", "H", "H", "H", "H", "H", "C", "N", "C", "N", "C", "N", "C", "P", "C", "C", "H", "H", "H", "H", "H", "H", "H", "H", "H", "H", "H", "H", "C", "N", "C", "S", "N", "C", "H", "H", "H", "H", "H", "H", "H", "H", "B", "C", "N", "H", "H", "H", "C", "C", "C", "C", "C", "C", "C", "S", "C", "O", "H", "H", "H", "H", "H", "H", "H", "H", "H", "H"], "coordinates": [[-0.125, -0.116, -0.716], [1.311, 1.824, -2.684], [0.153, 1.001, -2.218], [-1.011, 1.354, -3.028], [-2.266, 0.760, -2.458], [-1.879, -0.440, -1.751], [-2.808, -1.559, -1.746], [1.384, 1.662, -3.742], [2.191, 1.498, -2.075], [1.131, 2.923, -2.550], [-0.755, 1.029, -4.035], [-1.106, 2.466, -2.942], [-3.021, 0.479, -3.165], [-2.657, 1.469, -1.730], [-3.104, -1.698, -2.814], [-3.712, -1.318, -1.123], [-2.202, -2.394, -1.352], [-3.227, 2.360, 2.947], [-2.221, 3.284, 3.385], [-1.383, 2.623, 4.416], [-0.857, 1.322, 4.150], [-2.015, 0.505, 3.719], [-2.772, 0.940, 2.611], [-1.893, 0.940, 1.353], [-0.371, 2.132, 1.606], [-1.417, 3.629, 2.224], [0.182, 1.291, 3.095], [-3.796, 2.702, 2.075], [-3.934, 2.272, 3.802], [-1.960, 2.473, 5.355], [-0.498, 3.289, 4.577], [-2.674, 0.462, 4.535], [-1.694, -0.492, 3.559], [-2.461, 1.231, 0.520], [-1.584, -0.109, 1.241], [-2.103, 3.816, 1.431], [-0.738, 4.420, 2.415], [1.023, 1.817, 3.512], [0.566, 0.266, 2.817], [-3.341, -3.347, 2.545], [-2.267, -2.910, 1.633], [-1.027, -2.506, 1.921], [0.103, -2.200, 0.501], [-0.565, -2.471, 3.162], [-0.875, -3.284, 4.406], [-4.290, -3.235, 2.101], [-3.457, -2.662, 3.405], [-3.263, -4.392, 2.879], [-2.388, -3.065, 0.631], [0.402, -2.122, 3.255], [-0.822, -4.351, 4.176], [-1.788, -2.940, 4.907], [-0.026, -3.080, 5.044], [1.020, 2.739, 0.423], [2.086, 1.573, 0.308], [1.676, 0.388, -0.035], [0.826, 3.285, -0.534], [3.174, 1.683, 0.553], [1.599, 3.478, 1.150], [3.310, 0.203, -6.652], [3.267, -0.475, -5.205], [4.189, -0.065, -4.251], [4.119, -0.499, -2.916], [3.028, -1.253, -2.553], [2.056, -1.674, -3.505], [2.169, -1.226, -4.797], [2.758, -1.861, -0.961], [4.193, -2.660, -0.210], [2.802, -0.524, 0.082], [4.163, 0.916, -6.694], [2.315, 0.681, -6.780], [3.387, -0.535, -7.465], [4.963, 0.615, -4.524], [4.805, -0.109, -2.193], [1.258, -2.335, -3.242], [1.394, -1.511, -5.488], [4.949, -2.598, -0.997], [3.882, -3.663, 0.033], [4.519, -2.123, 0.667]]}


{"formula": "C22H43Cl3NOPTc", "method": "wB97M-V/def2-TZVPD", "homo_lumo_gap_ev": [4.266, 4.563], "spin_multiplicity": 4, "total_charge": -2, "s_squared": 3.775, "elements": ["C", "C", "C", "C", "C", "C", "C", "C", "C", "C", "Tc", "Cl", "Cl", "Cl", "H", "H", "H", "H", "H", "H", "H", "H", "H", "H", "H", "H", "H", "H", "H", "O", "H", "C", "C", "C", "C", "P", "N", "C", "C", "C", "C", "C", "C", "C", "C", "H", "H", "H", "H", "H", "H", "H", "H", "H", "H", "H", "H", "H", "H", "H", "H", "H", "H", "H", "H", "H", "H", "H", "H", "H", "H", "H"], "coordinates": [[-0.703, 0.801, -2.351], [-1.517, -0.362, -2.300], [-0.685, -1.479, -2.006], [-2.960, -0.425, -2.604], [0.633, -1.005, -1.712], [0.623, 0.455, -1.848], [1.829, 1.309, -1.996], [-1.121, 2.053, -3.022], [-1.127, -2.883, -2.165], [1.824, -1.882, -1.615], [-0.355, 0.355, 0.572], [-2.653, 0.120, 0.784], [-1.046, 2.540, 0.345], [-0.554, -2.025, 1.041], [-3.449, 0.520, -2.325], [-3.446, -1.214, -2.012], [-3.113, -0.628, -3.677], [-2.057, -3.077, -1.601], [-0.335, -3.589, -1.884], [-1.333, -3.091, -3.227], [1.627, -2.728, -0.929], [2.728, -1.292, -1.375], [2.025, -2.349, -2.597], [2.717, 0.786, -1.581], [1.680, 2.299, -1.527], [2.043, 1.477, -3.072], [-2.058, 2.433, -2.570], [-1.299, 1.848, -4.098], [-0.320, 2.804, -2.968], [2.789, 3.037, 0.394], [3.130, 3.969, 0.416], [3.493, 1.501, 2.517], [2.981, 0.242, 3.250], [3.203, -0.962, 2.303], [3.799, 0.053, 4.553], [1.189, 0.497, 3.660], [0.524, 0.508, 2.095], [0.409, -0.904, 4.603], [0.588, -0.673, 6.118], [-1.088, -1.073, 4.299], [1.115, -2.234, 4.294], [0.729, 2.156, 4.305], [0.908, 3.267, 3.272], [-0.758, 2.141, 4.672], [1.573, 2.505, 5.532], [4.454, 1.226, 2.040], [3.711, 2.317, 3.226], [2.877, 1.938, 1.662], [4.248, -0.932, 1.964], [3.124, -1.943, 2.794], [2.557, -0.902, 1.416], [3.675, 0.901, 5.238], [3.541, -0.860, 5.103], [4.869, -0.030, 4.301], [-0.006, 0.166, 6.484], [0.190, -1.552, 6.652], [1.643, -0.522, 6.388], [-1.255, -1.264, 3.239], [-1.461, -1.955, 4.845], [-1.698, -0.212, 4.579], [1.017, -2.490, 3.232], [2.165, -2.226, 4.606], [0.623, -3.037, 4.860], [0.330, 3.050, 2.369], [0.485, 4.193, 3.673], [1.939, 3.475, 2.979], [-0.981, 1.525, 5.544], [-1.050, 3.154, 4.978], [-1.403, 1.842, 3.843], [2.612, 2.715, 5.273], [1.166, 3.405, 6.009], [1.571, 1.721, 6.289]]}


no.,calculated total energy (a.u.)
1,-5258.02697
2,-3730.79944
3,-2796.76650